# 1
The following is a quantum chemistry calculation of 3 unconnected molecules or ions with the total composition C5H15NO2 at a distorted geometry, from the OMol25 dataset.

Its SMILES is C=C(C)CCN.O.O. The value obtained for the LUMO energy is 0.0247 Ha. The value obtained for the frontier orbital gap is 9.6 eV.

Cartesian coordinates (Å):
C: 1.941709 -0.227538 0.375915
C: 0.695254 0.181175 0.475780
C: -0.337339 -0.923599 0.965251
C: 0.379127 1.660380 0.435485
C: -0.629098 2.112928 -0.656210
N: -0.227115 1.557989 -1.942321
H: 2.119167 -1.233680 0.844134
H: 2.983450 0.272272 0.163897
H: 0.045473 -1.866521 0.887958
H: -1.184353 -0.931814 0.281766
H: -0.738988 -0.706087 1.831844
H: 1.293169 2.169912 0.365913
H: 0.090689 1.861962 1.553307
H: -1.662303 1.479493 -0.296152
H: -0.976399 3.085039 -0.719591
H: 0.729120 1.355511 -2.050829
H: -0.798003 0.952149 -2.363672
O: -3.455060 -0.666688 1.053456
H: -2.611958 -0.703010 0.855383
H: -3.829787 -1.447854 1.419912
O: 1.680573 -2.638981 -1.393115
H: 2.357939 -1.932868 -1.203067
H: 2.134736 -3.410167 -0.885043

Atoms 1-6, force components in eV/Å:
C 3.3590 -1.3551 1.1367
C -0.8497 -0.4703 0.7207
C 1.1913 3.0640 -5.3322
C -1.8169 -0.0553 1.7833
C -2.2708 -5.7210 1.4344
N 1.4302 3.6888 1.8236

# 2
The following is a quantum chemistry calculation of 2 unconnected molecules or ions with the total composition C5H14NO at a distorted geometry, from the OMol25 dataset.

The value obtained for the LUMO energy (alpha / beta) is 0.0349 / -0.0047 Ha. The expectation value of S² is 0.754. The value obtained for the frontier orbital gap (alpha / beta) is 9.2 / 8.5 eV. Its spin multiplicity is 2.

Cartesian coordinates (Å):
C: -2.375871 -1.284911 -1.317631
C: -0.914916 -0.852728 -1.176701
C: -0.528789 -0.517992 0.208505
C: -0.320906 0.903131 0.613804
C: 1.591186 2.442947 0.600538
N: 1.071928 1.160341 1.092812
H: -3.023679 -0.447296 -1.113420
H: -2.548793 -1.590922 -2.345717
H: -2.602133 -2.113102 -0.650516
H: -0.355844 -1.639625 -1.707575
H: -0.734995 -0.019832 -1.849737
H: -0.967485 -1.147084 0.958020
H: 2.612368 -2.737736 1.338284
H: -0.508155 1.506337 -0.287525
H: -1.000388 1.267517 1.364766
H: 1.992222 2.389474 -0.410682
H: 0.798666 3.184052 0.663665
H: 2.390152 2.766712 1.265570
H: 1.619047 0.396287 0.715969
H: 1.437986 -1.838227 0.887933
O: 2.368400 -1.827338 1.149632

Atoms 1-6, force components in eV/Å:
C 0.2233 0.1373 -0.1037
C 0.1616 -0.4083 -1.1991
C -0.6182 0.3586 0.2146
C 1.1181 0.3862 -0.8889
C 0.0884 -0.4317 0.6779
N -0.6032 -0.1737 -0.4559

# 3
The following is a quantum chemistry calculation of a molecular structure, C18H14ClCoIN5O9Se, from the OMol25 dataset.

The value obtained for the LUMO energy (alpha / beta) is -0.0337 / -0.0337 Ha. The value obtained for the frontier orbital gap (alpha / beta) is 8.3 / 8.3 eV.

Cartesian coordinates (Å):
Co: 0.590254 -0.938837 1.119944
O: -1.486898 1.629483 5.900235
C: -1.109559 1.038660 4.751215
C: -1.116890 1.722956 3.529730
C: -0.698601 1.035626 2.414185
N: -0.339233 -0.231905 2.529720
C: -0.293196 -0.905790 3.668009
C: -0.693987 -0.295240 4.831838
C: 0.275270 -2.307526 3.455131
O: 0.313522 -3.100561 4.362895
O: 0.694341 -2.499305 2.229334
C: -0.550057 1.531075 0.984407
O: -1.025321 2.590214 0.637225
O: 0.074945 0.678931 0.218140
H: -1.704974 2.555734 5.746482
H: -1.411991 2.761189 3.446842
H: -0.660951 -0.819539 5.775761
O: 3.411692 1.246167 3.236565
Cl: 3.134365 0.769682 1.928572
O: 4.313508 0.352235 1.240311
O: 2.406884 1.732887 1.151219
O: 2.262030 -0.450477 2.086997
I: 4.646552 -3.503681 -2.658463
C: 3.368927 -2.212216 -1.691836
C: 3.314266 -0.840156 -1.824247
N: 2.330657 -0.414037 -1.020820
N: 1.768002 -1.433473 -0.362030
C: 2.383735 -2.537854 -0.748409
H: 3.901692 -0.158864 -2.414552
H: 2.043109 0.528371 -0.774503
H: 2.102020 -3.491784 -0.334241
C: -3.260758 0.405671 -0.716002
N: -2.228349 -0.105859 -1.601884
C: -1.390326 -1.113874 -1.343508
Se: -1.230583 -2.158798 0.214647
N: -0.564248 -1.246271 -2.392633
C: -0.825926 -0.264539 -3.334999
C: -0.241278 0.048657 -4.553327
C: -0.770765 1.129244 -5.233511
C: -1.844123 1.868078 -4.718324
C: -2.427509 1.550105 -3.506470
C: -1.895711 0.464304 -2.826089
H: -3.279117 -0.214179 0.176396
H: -4.226338 0.355499 -1.217334
H: -3.023860 1.434527 -0.449098
H: 0.186188 -1.918793 -2.396761
H: 0.589245 -0.520352 -4.948542
H: -0.344578 1.415079 -6.185334
H: -2.219968 2.711176 -5.281309
H: -3.246109 2.128362 -3.101575

Atoms 1-6, force components in eV/Å:
Co 0.1375 -0.6112 -0.0664
O -0.0045 0.0059 0.0181
C 0.0050 -0.0177 -0.0153
C -0.0150 0.0065 -0.0052
C -0.0157 -0.0614 0.0416
N 0.0951 -0.0172 -0.1684

# 4
The following is a quantum chemistry calculation of a molecular structure, C15H26N2O5 at a distorted geometry, from the OMol25 dataset.

The value obtained for the LUMO energy is 0.0237 Ha. The value obtained for the frontier orbital gap is 9.4 eV.

Cartesian coordinates (Å):
C: 7.751293 1.278363 -0.170769
C: 7.231194 -0.054424 -0.678570
H: 7.908456 -0.790183 -0.497396
H: 6.875986 -0.054217 -1.765511
O: 5.919749 -0.505136 -0.074225
C: 4.704356 0.151837 -0.281561
O: 4.577502 0.835055 -1.122450
C: 3.573354 -0.173109 0.416991
C: 2.512204 0.955897 0.564307
H: 2.325766 1.211323 -0.353036
H: 2.939092 1.981945 1.204167
C: 1.223264 0.533881 1.309889
N: 0.790656 -0.899213 0.637211
C: -0.363305 -0.681133 0.090046
O: -0.743475 -1.777283 -0.689019
C: -1.333455 0.449628 0.187280
N: -2.469374 0.028000 -0.553606
C: -3.728463 0.416952 0.075687
O: -3.691906 1.296880 0.897492
O: -4.717471 -0.078104 -0.558765
C: -6.112964 0.092325 -0.387266
C: -6.537071 1.674462 -0.263703
H: -7.482247 1.836969 -0.160021
H: -6.263043 1.982528 -1.250995
H: -5.841298 2.331854 0.049506
C: -6.229363 -0.386492 1.114822
H: -7.357304 -0.504209 1.366542
H: -5.981262 -1.291686 1.172752
H: -5.813325 0.138758 1.946013
C: -6.831422 -0.768248 -1.233959
H: -7.917597 -0.523526 -1.154866
H: -6.612943 -1.801044 -1.362458
H: -6.629866 -0.342865 -2.294218
H: -2.494924 -0.723656 -1.265763
H: -1.533542 0.738953 1.083602
H: -0.698004 1.496526 -0.422534
C: 1.722129 -1.822636 0.502254
C: 2.939696 -1.402383 0.155661
H: 2.637178 -1.131369 -1.118482
H: 3.531410 -2.124914 -0.043019
H: 2.050548 -2.207025 1.850941
H: 1.043484 -2.582654 0.418424
H: 1.519002 0.096201 2.457262
H: 0.542397 1.093191 1.515129
H: 3.878165 -0.408319 1.452027
H: 8.067966 1.209740 0.798852
H: 8.709370 1.323974 -0.758055
H: 7.151464 1.948931 -0.440788

Atoms 1-6, force components in eV/Å:
C 4.9789 -6.5087 -1.8423
C -4.9288 1.8913 -1.9127
H 1.4715 -2.4487 0.5452
H 1.4119 0.4014 1.1186
O 0.1297 -0.3494 2.2052
C 6.0699 -7.0523 4.8756

Energy above the lowest of the compared OMol25 structures with the same formula, charge and spin
In order: 375.24 81.80 19.47 1546.43
Unit: kJ/mol